Entry 1:
{
  "formula": "C17H24F6N3O8PRuS5",
  "method": "ωB97M-V/def2-TZVPD",
  "elements": ["Ru", "F", "C", "F", "F", "S", "O", "O", "N", "S", "O", "O", "C", "F", "F", "F", "C", "C", "O", "P", "O", "C", "C", "O", "C", "C", "H", "H", "H", "H", "H", "H", "H", "H", "H", "H", "H", "H", "H", "H", "H", "C", "O", "C", "S", "S", "H", "H", "H", "N", "C", "N", "C", "C", "C", "C", "C", "C", "S", "H", "H", "H", "H", "H", "H"],
  "positions_angstrom": [[-0.572, 0.016, 0.023], [-3.052, -2.354, 4.739], [-2.523, -2.338, 3.533], [-1.201, -2.526, 3.623], [-3.039, -3.325, 2.799], [-2.820, -0.720, 2.702], [-2.227, -0.962, 1.379], [-4.215, -0.461, 2.749], [-1.988, 0.253, 3.632], [-0.546, 0.757, 3.299], [0.133, -0.051, 2.265], [0.220, 1.116, 4.440], [-0.924, 2.365, 2.449], [-1.166, 3.361, 3.260], [-2.001, 2.180, 1.659], [0.100, 2.682, 1.638], [4.692, -2.305, -0.240], [3.209, -2.110, -0.055], [2.798, -1.008, -0.924], [1.703, 0.089, -0.683], [1.756, 0.769, -2.127], [1.247, 0.092, -3.316], [2.371, -0.134, -4.298], [2.314, 1.229, 0.201], [3.734, 1.560, 0.297], [4.267, 1.125, 1.638], [5.018, -3.200, 0.291], [5.251, -1.448, 0.141], [4.922, -2.422, -1.300], [2.960, -1.880, 0.982], [2.659, -2.992, -0.362], [0.475, 0.734, -3.735], [0.788, -0.853, -3.032], [2.790, 0.816, -4.632], [1.983, -0.670, -5.167], [3.164, -0.728, -3.842], [3.788, 2.640, 0.188], [4.272, 1.095, -0.528], [3.696, 1.594, 2.441], [5.312, 1.423, 1.728], [4.198, 0.041, 1.756], [-1.317, -5.070, 0.454], [-1.588, -4.033, -0.527], [-0.955, -2.903, -0.468], [0.228, -2.495, 0.636], [-1.316, -1.744, -1.645], [-2.153, -5.755, 0.391], [-1.248, -4.642, 1.451], [-0.385, -5.574, 0.206], [0.635, 3.246, -1.488], [-0.666, 2.975, -1.370], [-1.206, 1.774, -1.220], [-2.629, 1.864, -1.204], [-3.526, 0.808, -1.070], [-4.885, 1.075, -1.055], [-5.362, 2.376, -1.162], [-4.482, 3.435, -1.289], [-3.123, 3.159, -1.313], [-1.803, 4.287, -1.462], [1.303, 2.496, -1.500], [0.947, 4.199, -1.532], [-3.162, -0.201, -0.975], [-5.588, 0.256, -0.959], [-6.428, 2.560, -1.149], [-4.840, 4.456, -1.362]],
  "nbo_charge": [0.647, -0.284, 0.731, -0.315, -0.310, 2.265, -1.008, -0.864, -1.194, 2.262, -0.968, -0.861, 0.716, -0.274, -0.330, -0.320, -0.633, -0.056, -0.837, 2.084, -0.864, -0.066, -0.631, -0.842, -0.064, -0.632, 0.237, 0.215, 0.227, 0.191, 0.205, 0.201, 0.195, 0.222, 0.232, 0.219, 0.203, 0.193, 0.235, 0.235, 0.205, -0.269, -0.457, 0.067, 0.061, 0.105, 0.228, 0.215, 0.204, -0.766, 0.320, -0.601, 0.188, -0.258, -0.169, -0.197, -0.199, -0.236, 0.417, 0.435, 0.418, 0.229, 0.232, 0.233, 0.235],
  "de_lowest_kcal_mol": 0.0,
  "total_charge": 1,
  "spin_multiplicity": 2,
  "total_energy_ev": -121215.682,
  "gap_ev": [6.61, 6.76],
  "s_squared": 0.774
}

***

Entry 2:
{
  "formula": "C17H24FN2O5",
  "method": "ωB97M-V/def2-TZVPD",
  "elements": ["C", "C", "C", "C", "C", "C", "O", "O", "F", "C", "C", "C", "C", "C", "O", "O", "N", "C", "N", "C", "C", "H", "H", "H", "H", "H", "H", "H", "H", "H", "H", "H", "H", "H", "H", "H", "H", "H", "H", "C", "C", "O", "C", "H", "H", "H", "H", "H", "H"],
  "positions_angstrom": [[-4.858, 1.882, -0.118], [-4.676, 1.964, -1.479], [-3.414, 2.795, -1.996], [-2.162, 2.139, -1.294], [-1.379, 2.898, -0.305], [-1.732, 4.368, 0.076], [-1.089, 5.296, -0.306], [-2.855, 4.612, 0.906], [-3.512, 5.693, 0.372], [-0.230, 2.219, 0.366], [0.054, 0.846, 0.001], [1.202, -0.022, 0.652], [0.441, -1.201, 1.445], [1.168, -1.612, 2.768], [2.146, -2.305, 2.744], [0.596, -1.168, 3.975], [-0.709, 0.173, -0.969], [-1.781, 0.743, -1.624], [-2.487, -0.060, -2.548], [-1.594, -0.641, -3.609], [-2.535, -0.911, -4.867], [-5.851, 1.997, 0.396], [-3.994, 1.652, 0.568], [-5.369, 1.431, -2.177], [-3.318, 2.723, -3.110], [-3.553, 3.866, -1.696], [0.418, 2.703, 1.131], [1.773, 0.655, 1.333], [1.876, -0.453, -0.144], [0.223, -2.047, 0.747], [-0.554, -0.751, 1.742], [0.141, -1.938, 4.378], [-0.472, -0.793, -1.218], [-3.163, 0.515, -3.069], [-0.825, 0.097, -3.959], [-1.163, -1.618, -3.273], [-2.770, 0.028, -5.434], [-3.524, -1.353, -4.538], [-2.065, -1.627, -5.594], [6.874, -3.680, 3.980], [6.460, -3.591, 2.534], [7.050, -4.203, 1.670], [5.282, -2.710, 2.204], [7.732, -4.346, 4.070], [7.158, -2.691, 4.347], [6.054, -4.082, 4.578], [5.496, -1.679, 2.493], [4.392, -3.069, 2.722], [5.097, -2.742, 1.129]],
  "nbo_charge": [-0.362, -0.225, -0.474, -0.029, -0.011, 0.716, -0.438, -0.140, -0.081, -0.238, 0.277, -0.433, -0.514, 0.797, -0.510, -0.728, -0.500, 0.477, -0.581, -0.246, -0.636, 0.235, 0.194, 0.233, 0.238, 0.261, 0.273, 0.255, 0.251, 0.240, 0.228, 0.509, 0.445, 0.404, 0.207, 0.208, 0.221, 0.228, 0.249, -0.721, 0.591, -0.538, -0.723, 0.240, 0.229, 0.229, 0.223, 0.243, 0.225],
  "total_charge": 1,
  "total_energy_ev": -33939.957,
  "gap_ev": 6.17
}